1.
A 2-piece molecular cluster, C5H10O2 overall, computed with ωB97M-V/def2-TZVPD.

Results
LUMO = 0.292 eV
Frontier orbital gap = 10.2 eV
Energy = -9440.7909 eV
SMILES string = C=CC=O.CCO
Net charge = 0

Each line ends with the Mulliken charge.
Geometry (Å):
C -2.07 1.88 0.16  -0.6516
C -2.05 0.60 0.53  -0.0765
C -1.95 -0.49 -0.48  0.0939
O -1.94 -1.66 -0.18  -0.4933
H -2.16 2.69 0.89  0.2677
H -2.00 2.17 -0.89  0.2568
H -2.12 0.28 1.57  0.3184
H -1.91 -0.15 -1.54  0.2757
C 2.63 -0.60 0.41  -1.0856
C 1.35 -0.96 -0.33  -0.1642
O 0.74 0.17 -0.92  -0.4927
H 2.42 0.09 1.24  0.3352
H 3.10 -1.50 0.84  0.3431
H 3.34 -0.12 -0.26  0.2653
H 1.57 -1.64 -1.16  0.2832
H 0.65 -1.49 0.33  0.2365
H 0.54 0.79 -0.21  0.2881

2.
A 2-piece molecular cluster, C5H10O2 overall, computed with ωB97M-V/def2-TZVPD.

Results
LUMO = 0.822 eV
Frontier orbital gap = 10.6 eV
Energy = -9440.6924 eV
SMILES string = C=CCO.CC=O
Net charge = 0

Each line ends with the Mulliken charge.
Geometry (Å):
C -0.54 -2.00 -0.26  -0.8785
C 0.49 -1.58 0.46  -0.0089
C 1.59 -0.71 -0.07  -0.3737
O 1.89 0.27 0.92  -0.5284
H -0.68 -1.70 -1.29  0.2889
H -1.30 -2.66 0.16  0.2746
H 0.60 -1.88 1.50  0.2993
H 1.27 -0.26 -1.02  0.2699
H 2.48 -1.33 -0.27  0.3553
H 2.65 0.78 0.61  0.2901
C -0.78 2.01 0.13  -0.8304
C -1.75 1.01 -0.43  0.1763
O -1.78 0.68 -1.60  -0.4963
H -0.12 1.51 0.85  0.1956
H -0.18 2.43 -0.68  0.2569
H -1.33 2.80 0.65  0.3683
H -2.44 0.54 0.30  0.3408

3.
A 2-piece molecular cluster, C5H10O2 overall in a non-equilibrium geometry, computed with ωB97M-V/def2-TZVPD.

Results
LUMO = 0.852 eV
Frontier orbital gap = 8.9 eV
Energy = -9439.4388 eV
SMILES string = C/C=C/C=C/O.O
Net charge = 0

Each line ends with the Mulliken charge.
Geometry (Å):
C -1.19 -1.00 2.72  -1.2203
C -0.65 -0.36 1.51  0.0885
C -0.24 -1.06 0.46  -0.6115
C 0.50 -0.18 -0.42  -0.6868
C 0.86 -0.70 -1.57  0.3049
O 1.64 -0.14 -2.57  -0.5138
H -1.33 -0.35 3.55  0.3470
H -2.21 -1.44 2.35  0.2466
H -0.68 -1.93 3.08  0.2899
H -0.67 0.71 1.61  0.3271
H -0.27 -2.21 0.58  0.2767
H 0.88 0.81 -0.31  0.5086
H 0.61 -1.74 -2.02  0.2858
H 2.23 0.58 -2.10  0.3216
O -0.65 2.72 -0.23  -0.6506
H -0.65 1.83 -0.61  0.3918
H -1.51 2.94 0.04  0.2945

4.
An isolated molecule of C5H10O2 in a non-equilibrium geometry, computed with ωB97M-V/def2-TZVPD.

Results
LUMO = 0.921 eV
Frontier orbital gap = 10.6 eV
Energy = -9439.6378 eV
SMILES string = CC[C@H]1O[C@@H]1CO
Net charge = 0

Each line ends with the Mulliken charge.
Geometry (Å):
C -2.43 -0.65 -0.29  -1.2203
C -1.32 0.37 -0.56  -0.6033
C -0.09 0.04 0.21  0.3624
O 0.63 -0.98 -0.45  -0.5486
C 1.17 0.59 -0.24  -0.3617
C 2.39 0.43 0.61  -0.4711
O 2.28 -0.80 1.22  -0.6367
H -3.33 -0.40 -0.85  0.3628
H -2.11 -1.66 -0.58  0.3016
H -2.68 -0.66 0.78  0.3236
H -1.08 0.38 -1.63  0.3150
H -1.63 1.38 -0.27  0.3097
H -0.21 -0.07 1.29  0.4707
H 1.21 1.35 -1.03  0.4203
H 2.32 1.34 1.25  0.2529
H 3.31 0.60 0.01  0.3043
H 1.54 -1.26 0.55  0.4186

5.
An isolated molecule of C5H10O2 in a non-equilibrium geometry, computed with ωB97M-V/def2-TZVPD.

Results
LUMO = -2.993 eV
Frontier orbital gap = 5.4 eV
Energy = -9434.7176 eV
Net charge = 0

Each line ends with the Mulliken charge.
Geometry (Å):
O 1.68 1.11 1.45  -0.5780
C 1.02 1.70 0.04  0.2893
O 1.96 2.39 -0.49  -0.6131
C 0.28 0.54 -0.86  -0.6633
C -1.08 -0.58 -0.18  0.1285
C -1.57 -1.33 -1.31  -0.5596
C -0.20 -1.16 1.04  -1.0442
H 0.24 2.29 0.60  0.1375
H -0.35 1.01 -1.69  0.2983
H 0.87 -0.20 -1.23  0.4696
H -1.66 0.24 0.44  0.2872
H -2.52 -1.20 -1.65  0.3118
H -1.10 -2.23 -1.62  0.3016
H 2.65 1.34 1.40  0.2373
H 0.63 -1.66 0.59  0.3924
H -0.89 -1.88 1.60  0.3226
H 0.03 -0.39 1.87  0.2819

6.
An isolated molecule of C5H10O2 in a non-equilibrium geometry, computed with ωB97M-V/def2-TZVPD.

Results
LUMO = 1.039 eV
Frontier orbital gap = 10.3 eV
Energy = -9439.5778 eV
SMILES string = CCO[C@H]1O[C@@H]1C
Net charge = 0

Each line ends with the Mulliken charge.
Geometry (Å):
C -1.36 1.27 -2.16  -1.2314
C -1.07 0.94 -0.71  -0.2430
O -0.34 -0.27 -0.79  -0.3605
C 0.87 -0.35 -0.13  0.0307
O 1.60 0.69 0.38  -0.5261
C 0.78 -0.38 1.30  0.0141
C 1.12 -1.65 2.07  -1.1217
H -1.90 0.42 -2.61  0.2962
H -1.95 2.18 -2.26  0.3741
H -0.40 1.38 -2.68  0.2860
H -0.46 1.72 -0.23  0.3684
H -1.99 0.80 -0.12  0.2988
H 1.51 -1.08 -0.63  0.4932
H 0.05 0.27 1.75  0.3712
H 2.03 -1.55 2.64  0.3088
H 0.30 -1.87 2.77  0.2983
H 1.20 -2.52 1.40  0.3430

7.
An isolated molecule of C5H10O2, computed with ωB97M-V/def2-TZVPD.

Results
LUMO = 0.900 eV
Frontier orbital gap = 10.9 eV
Energy = -9441.3763 eV
SMILES string = C[C@@H](O)CCC=O
Net charge = 0

Each line ends with the Mulliken charge.
Geometry (Å):
C 1.42 -0.18 -0.72  -1.2091
C 0.94 0.66 0.46  0.0000
O 0.62 2.00 0.09  -0.5268
C -0.20 0.01 1.26  -0.6467
C -1.21 -0.83 0.44  -0.4320
C -1.43 -0.37 -0.98  -0.0569
O -1.56 -1.10 -1.93  -0.4961
H 1.87 -1.12 -0.38  0.3297
H 0.63 -0.45 -1.42  0.3057
H 2.16 0.38 -1.30  0.3726
H 1.79 0.79 1.14  0.4059
H 0.03 1.99 -0.67  0.3478
H 0.24 -0.64 2.03  0.3349
H -0.71 0.81 1.81  0.3260
H -2.20 -0.79 0.92  0.3684
H -0.91 -1.88 0.39  0.2732
H -1.48 0.74 -1.12  0.3034

8.
An isolated molecule of C5H10O2, computed with ωB97M-V/def2-TZVPD.

Results
LUMO = 0.959 eV
Frontier orbital gap = 10.6 eV
Energy = -9441.6337 eV
SMILES string = C[C@H]1OCC[C@H]1O
Net charge = 0

Each line ends with the Mulliken charge.
Geometry (Å):
C 2.02 -0.09 -0.53  -1.4564
C 0.76 0.32 0.22  0.3217
O 0.01 1.27 -0.53  -0.4266
C -1.38 1.12 -0.25  -0.5069
C -1.49 -0.03 0.76  -0.6330
C -0.22 -0.82 0.49  -0.0401
O -0.39 -1.72 -0.59  -0.5826
H 2.92 0.32 -0.07  0.3487
H 2.01 0.23 -1.57  0.3567
H 2.10 -1.18 -0.51  0.3556
H 1.05 0.75 1.19  0.3066
H -1.89 0.87 -1.19  0.2760
H -1.79 2.06 0.14  0.2904
H -1.48 0.36 1.79  0.2993
H -2.38 -0.65 0.63  0.3337
H 0.09 -1.42 1.36  0.3778
H 0.07 -1.39 -1.37  0.3792

9.
An isolated molecule of C5H10O2 in a non-equilibrium geometry, computed with ωB97M-V/def2-TZVPD.

Results
LUMO = 0.863 eV
Frontier orbital gap = 10.6 eV
Energy = -9439.9835 eV
SMILES string = OC[C@H]1CCOC1
Net charge = 0

Each line ends with the Mulliken charge.
Geometry (Å):
O -1.00 0.87 2.15  -0.5391
C 0.19 1.01 1.46  -0.7421
C 0.54 -0.32 0.48  0.3178
C -0.77 -0.78 -0.11  -0.5267
C -0.60 -0.64 -1.63  -0.4411
O 0.49 0.23 -1.83  -0.3898
C 1.38 0.14 -0.73  -0.6905
H -1.67 0.54 1.36  0.2684
H 0.13 1.86 0.76  0.3520
H 1.09 1.05 2.10  0.3448
H 1.04 -1.03 1.15  0.4372
H -1.19 -1.71 0.27  0.4317
H -1.73 -0.01 0.29  0.0041
H -1.49 -0.19 -2.07  0.3278
H -0.44 -1.62 -2.11  0.2402
H 1.78 1.15 -0.56  0.3366
H 2.24 -0.51 -0.97  0.2688

10.
A 2-piece molecular cluster, C5H10O2 overall, computed with ωB97M-V/def2-TZVPD.

Results
LUMO = 0.448 eV
Frontier orbital gap = 10.5 eV
Energy = -9440.4426 eV
SMILES string = CCC(C=O)C=O.[H][H]
Net charge = 0

Each line ends with the Mulliken charge.
Geometry (Å):
C 0.48 2.02 -1.05  -1.2697
C -0.43 0.79 -1.03  -0.5556
C 0.19 -0.43 -0.36  0.4585
C 0.75 -0.16 1.03  -0.3617
O 0.29 0.68 1.78  -0.4691
C -0.83 -1.56 -0.24  -0.3436
O -2.00 -1.42 -0.50  -0.4703
H 0.03 2.82 -1.63  0.3677
H 0.66 2.39 -0.03  0.3210
H 1.46 1.79 -1.50  0.3045
H -1.37 1.02 -0.52  0.2931
H -0.70 0.51 -2.05  0.4170
H 1.03 -0.84 -0.96  0.3793
H 1.61 -0.79 1.35  0.4745
H -0.44 -2.54 0.11  0.4321
H -0.32 -1.79 2.89  -0.0657
H -0.41 -2.50 2.68  0.0879

11.
An isolated molecule of C5H10O2, computed with ωB97M-V/def2-TZVPD.

Results
LUMO = 0.990 eV
Frontier orbital gap = 10.6 eV
Energy = -9440.4628 eV
SMILES string = CO[C@H]1CO[C@H]1C
Net charge = 0

Each line ends with the Mulliken charge.
Geometry (Å):
C -1.23 -1.85 0.77  -0.7945
O -0.57 -0.93 -0.07  -0.3521
C -0.23 0.27 0.53  -0.0578
C 1.22 0.42 1.06  -0.4893
O 1.50 1.48 0.15  -0.4412
C 0.22 1.32 -0.51  0.2888
C 0.36 0.73 -1.89  -1.2245
H -0.60 -2.21 1.59  0.2827
H -2.15 -1.40 1.18  0.3295
H -1.52 -2.70 0.15  0.2518
H -1.01 0.61 1.23  0.3940
H 1.83 -0.47 0.86  0.2582
H 1.34 0.74 2.10  0.2634
H -0.32 2.28 -0.51  0.3330
H -0.63 0.68 -2.37  0.3032
H 1.05 1.32 -2.50  0.3539
H 0.73 -0.28 -1.78  0.3010

12.
C5H10O2 as an isolated structure, computed with ωB97M-V/def2-TZVPD.

Results
LUMO = 0.881 eV
Frontier orbital gap = 10.3 eV
Energy = -9440.4407 eV
Net charge = 0

Each line ends with the Mulliken charge.
Geometry (Å):
O 1.43 -0.70 1.55  -0.5466
C 1.78 -0.53 0.18  -0.6140
C 0.54 -0.74 -0.68  -0.8669
C -0.55 0.35 -0.64  0.2083
C -1.96 -0.14 -0.22  -0.6204
O -1.91 0.58 1.01  -0.4180
C -0.71 1.25 0.61  -0.3039
H 1.87 -0.02 2.07  0.3242
H 2.53 -1.28 -0.10  0.3490
H 2.22 0.47 0.00  0.3359
H 0.11 -1.70 -0.38  0.3286
H 0.88 -0.86 -1.72  0.3628
H -0.55 0.93 -1.57  0.4560
H -2.06 -1.22 -0.07  0.2992
H -2.78 0.21 -0.87  0.2650
H -0.90 2.30 0.37  0.2531
H 0.07 1.18 1.37  0.1876

13.
A 2-piece molecular cluster, C5H10O2 overall, computed with ωB97M-V/def2-TZVPD.

Results
LUMO (alpha / beta) = -0.248 / -0.247 eV
Frontier orbital gap (alpha / beta) = 7.6 / 7.6 eV
Energy = -9436.8481 eV
Net charge = 0

Each line ends with the Mulliken charge.
Geometry (Å):
C 2.21 -0.29 -0.20  -1.2044
C 0.81 -0.77 0.01  -0.0802
O 0.66 -1.64 0.96  -0.3712
C -0.26 0.13 -0.55  0.2145
C -1.65 0.17 0.09  -0.4261
C -1.25 1.59 0.54  -0.4467
O 0.05 1.47 -0.05  -0.4635
H 2.94 -1.06 0.07  0.3516
H 2.35 0.04 -1.24  0.3415
H 2.34 0.59 0.43  0.2973
H -0.54 -2.09 -0.83  0.1586
H -0.21 -2.07 0.47  0.1205
H -0.23 0.10 -1.64  0.4091
H -2.46 0.11 -0.63  0.3352
H -1.81 -0.55 0.89  0.2613
H -1.19 1.75 1.62  0.2567
H -1.82 2.40 0.08  0.2459

14.
A 2-piece molecular cluster, C5H10O2 overall in a non-equilibrium geometry, computed with ωB97M-V/def2-TZVPD.

Results
LUMO = 0.988 eV
Frontier orbital gap = 9.0 eV
Energy = -9439.3352 eV
SMILES string = C=COC.C=CO
Net charge = 0

Each line ends with the Mulliken charge.
Geometry (Å):
C -0.13 1.47 0.89  -0.7074
C 0.66 1.24 -0.15  -0.0910
O 0.33 0.60 -1.30  -0.2570
C -1.01 0.71 -1.74  -0.7809
H 0.28 1.84 1.82  0.3415
H -1.18 1.18 0.91  0.2662
H 1.73 1.43 -0.13  0.3904
H -1.22 1.77 -1.96  0.3455
H -1.74 0.35 -1.01  0.3071
H -1.09 0.11 -2.65  0.2284
C 0.40 -1.04 1.48  -0.9177
C 0.09 -1.77 0.42  0.0299
O 0.98 -2.32 -0.44  -0.4584
H 1.39 -0.67 1.75  0.3473
H -0.40 -1.00 2.19  0.3118
H -0.95 -2.00 0.18  0.3372
H 1.84 -1.90 -0.27  0.3071

15.
A 2-piece molecular cluster, C5H10O2 overall, computed with ωB97M-V/def2-TZVPD.

Results
LUMO = 0.932 eV
Frontier orbital gap = 11.0 eV
Energy = -9440.9290 eV
SMILES string = C1OC[C@H]2C[C@@H]12.O
Net charge = 0

Each line ends with the Mulliken charge.
Geometry (Å):
C 1.19 -0.34 0.70  -0.3861
O 1.67 -0.27 -0.63  -0.4014
C 1.28 0.98 -1.17  -0.5918
C -0.06 1.28 -0.55  -0.2697
C -1.02 0.13 -0.51  -0.9021
C -0.13 0.41 0.68  -0.1654
H 1.10 -1.40 0.96  0.2684
H 1.88 0.14 1.40  0.2856
H 1.26 0.87 -2.26  0.3040
H 2.01 1.77 -0.91  0.3026
H -0.44 2.30 -0.54  0.3997
H -0.79 -0.73 -1.12  0.3307
H -2.08 0.36 -0.41  0.3518
H -0.55 0.78 1.61  0.4817
O -2.13 -2.14 1.18  -0.6786
H -1.67 -2.59 0.45  0.3290
H -1.69 -1.28 1.20  0.3416